Entry 1:
11
Properties=species:S:1:pos:R:3:forces:R:3 method="wB97M-V/def2-TZVPD" de_lowest_kj_mol=277.3 charge=0 orbital_gap_ev=10.47 e_lumo_ha=0.03595 e_homo_ev=-9.49
C 1.5912 0.5309 0.1754 0.7927 0.0179 -0.3657
C -0.5447 0.4585 0.5256 -2.0343 -3.3445 2.6084
O 0.3132 0.7467 -0.4596 2.5243 -0.4430 0.2778
P -2.2937 0.2861 -0.1781 0.8962 1.6035 -0.3625
H 1.9196 1.2338 0.9721 -0.9616 -0.0463 -0.3725
H 2.3790 0.5393 -0.5387 0.4141 0.2605 -1.0168
H 1.5904 -0.4726 0.5856 -0.0577 -0.1969 0.2641
H -0.3035 -0.8136 1.2181 -0.6557 3.0342 -2.2387
H -0.3163 1.0714 1.3883 -0.7396 0.4674 0.3402
H -2.9296 0.3209 1.0660 -0.2028 0.2104 0.2993
H -2.4604 1.7542 -0.5220 0.0243 -1.5632 0.5662

---

Entry 2:
20
Properties=species:S:1:pos:R:3:forces:R:3 method="wB97M-V/def2-TZVPD" de_lowest_kj_mol=368.2 charge=+2 orbital_gap_ev="8.16 / 6.07" e_lumo_ha="-0.26443 / -0.47643" spin_multiplicity=3 s2=2.01 e_homo_ev="-15.36 / -19.03"
C 2.5558 0.3725 0.0516 0.4916 1.1969 2.0948
C 1.1864 1.0761 0.2847 0.5052 1.3549 1.7294
C 2.2191 -0.9956 -0.1995 6.5981 -1.3032 -2.3784
C 0.0941 -0.0066 0.3354 1.4643 -0.3670 -0.5613
N -0.8932 0.2569 -0.6352 -1.3665 0.3024 -1.8955
N 0.8901 -1.2072 -0.0383 -6.1312 -3.1609 0.9376
N -2.3103 0.3852 -0.3461 0.8261 0.8074 2.1201
N -2.7961 -0.5783 0.5158 -0.3586 -4.2338 -3.0405
H 3.1206 0.9381 -0.7306 -0.0566 -0.5163 0.1679
H 3.3302 0.4593 0.9534 -1.1870 0.0283 -1.2799
H 1.1041 1.6967 1.2506 0.4440 -0.7149 -1.6084
H 1.0198 1.7187 -0.5916 -0.2350 -0.0658 0.5447
H 2.8852 -1.7567 -0.7876 -1.6600 1.5331 1.2011
H 0.5107 -2.2266 -0.0165 0.5197 2.2076 0.0384
H -0.3903 -0.2245 1.2982 0.3009 0.1512 0.1645
H -0.6543 0.0399 -1.6200 -0.7211 0.3464 0.8326
H -2.6321 1.2888 0.1004 1.3574 -0.2950 -0.4213
H -2.7625 0.4549 -1.2230 -0.8325 -0.4268 -1.6824
H -3.3130 -1.4024 0.0413 1.1690 1.9854 1.0846
H -3.1642 -0.2890 1.3570 -1.1279 1.1702 1.9521

---

Entry 3:
98
Properties=species:S:1:pos:R:3:forces:R:3 method="wB97M-V/def2-TZVPD" charge=-2 orbital_gap_ev=6.23 e_lumo_ha=0.15392 e_homo_ev=-2.04
Ca 0.2365 1.3789 -0.6653 -0.9633 -0.7967 1.5915
C 3.8658 3.4444 2.4760 0.0774 -0.0763 0.1150
C 2.4288 3.5369 2.8065 0.1456 0.2957 0.3128
N 1.8978 4.2696 3.7350 0.5971 0.2011 0.2083
N 0.5584 4.1305 3.5601 0.4199 -0.6207 -0.8166
C 0.2479 3.2961 2.5328 -0.3252 0.4246 0.2440
S -1.2931 3.0151 2.0420 -0.6409 -0.2807 -0.5069
N 1.4757 2.8963 2.0583 -0.0503 0.7877 0.8365
N 1.7602 1.9962 1.0591 0.1381 -0.2909 -0.3237
H 4.4531 3.9550 3.2315 -0.0166 0.1444 0.0805
H 4.0332 3.9134 1.5039 0.0818 -0.0318 -0.0228
H 4.1829 2.4014 2.4127 0.0054 0.0933 -0.1140
H -0.1087 4.5082 4.2083 0.0316 -0.0669 -0.1150
H 2.3945 1.2376 1.4007 -0.1961 0.2190 0.0668
H 2.2575 2.4578 0.2968 0.1368 0.3831 0.2524
C -2.2664 -1.9419 -7.3984 -0.0821 -0.0365 -0.0437
C -0.9518 -2.1734 -7.0167 -0.0302 -0.0696 -0.1779
C -0.5266 -1.7984 -5.7578 -0.0543 0.0347 0.1338
C -1.3946 -1.1715 -4.8628 0.0633 -0.0988 -0.0046
C -2.7135 -0.9625 -5.2493 0.1444 0.0514 0.1745
C -3.1448 -1.3431 -6.5073 -0.1368 -0.0844 -0.1867
P -0.6248 -0.5554 -3.3120 -0.2415 0.1517 -0.4981
C -2.1146 0.1101 -2.4741 0.1992 -0.1172 0.0959
C -2.9391 -0.8267 -1.8557 -0.0651 0.0406 0.0876
C -4.0322 -0.4169 -1.1159 -0.1159 -0.1783 -0.0524
C -4.3126 0.9338 -0.9876 -0.0852 0.1143 -0.0109
C -3.5046 1.8712 -1.6082 -0.1886 0.0838 0.2009
C -2.4036 1.4650 -2.3440 0.0734 -0.0671 -0.2476
C 0.1793 0.9566 -3.9421 0.2838 -0.3388 0.1051
C 0.1917 1.3865 -5.2650 -0.2872 -0.0524 -0.1378
C 0.9709 2.4768 -5.6048 -0.0196 0.0726 -0.2421
C 1.7539 3.0812 -4.6336 0.1397 0.1875 -0.0474
C 1.7002 2.6440 -3.3208 0.1656 -0.0185 -0.0510
C 0.9064 1.5674 -2.9097 0.3400 -0.1184 -1.0126
H -2.6066 -2.2316 -8.3842 -0.0097 -0.0080 -0.0470
H -0.2590 -2.6388 -7.7079 -0.0008 -0.0102 0.0012
H 0.5017 -1.9563 -5.4593 0.0950 -0.0423 0.0011
H -3.3908 -0.4803 -4.5578 -0.0870 0.0402 -0.0357
H -4.1736 -1.1610 -6.7957 -0.0019 -0.0135 -0.0333
H -2.7093 -1.8816 -1.9618 0.0187 -0.0190 0.1102
H -4.6639 -1.1450 -0.6247 0.0158 -0.0613 0.0448
H -5.1637 1.2556 -0.4022 -0.0114 0.0147 0.0602
H -3.7323 2.9230 -1.5047 0.0868 0.0867 -0.0041
H -1.7749 2.1951 -2.8360 0.0971 0.1262 0.0355
H -0.4073 0.8942 -6.0243 -0.0023 0.0212 -0.0105
H 0.9566 2.8615 -6.6202 0.0763 -0.0636 -0.0033
H 2.3970 3.9114 -4.9106 -0.0115 0.0346 0.0377
H 2.3121 3.1615 -2.5906 0.0013 0.1509 0.0694
S 4.1232 0.0131 1.8183 0.3266 0.1379 0.9935
C 3.9240 -0.7445 0.3101 0.1686 -0.1580 -0.0754
C 4.6914 -1.8887 -0.0011 -0.0278 -0.0417 -0.1134
C 4.4883 -2.5368 -1.1907 -0.1219 0.0583 -0.1873
C 3.5327 -2.0334 -2.0731 0.0569 -0.1588 -0.0474
C 2.8518 -0.8862 -1.7062 -0.1227 -0.2613 -0.6753
N 3.0305 -0.2467 -0.5635 -0.1489 0.2022 0.2441
H 5.4141 -2.2434 0.7183 -0.0036 0.0258 0.0878
H 5.0564 -3.4262 -1.4442 0.0072 -0.0107 0.0239
H 3.3306 -2.5280 -3.0111 -0.0832 0.0481 -0.1176
H 2.1183 -0.4318 -2.3667 0.0864 -0.1179 -0.0627
F 1.2072 4.4727 -0.4822 0.5335 0.2284 0.2253
C -0.0530 3.8725 -0.8355 -0.5110 0.0548 0.0610
F -0.2443 4.3540 -2.1533 -0.2117 0.3125 -0.4138
H -0.7693 4.4862 -0.2560 0.1516 -0.0546 -0.0934
O -0.5693 -0.2372 0.7440 0.1321 0.1835 -1.2140
Si -0.6037 -0.9094 2.1411 0.0298 -0.6847 1.5114
C 0.6161 -2.3513 2.4651 -0.1725 0.4534 -0.3254
C 0.6591 -3.0094 3.6898 -0.0990 0.0787 0.1502
C 1.4974 -4.0885 3.8988 -0.0088 -0.1192 0.2604
C 2.3128 -4.5421 2.8757 0.0881 -0.1167 -0.0585
C 2.2819 -3.9016 1.6496 0.2149 -0.2700 -0.0797
C 1.4447 -2.8177 1.4552 -0.0359 0.1003 -0.1993
C -0.2976 0.2395 3.6366 -0.2456 -0.3587 -0.3623
C -1.3352 0.9037 4.2804 -0.1228 -0.0678 0.1023
C -1.1076 1.7232 5.3715 -0.1742 0.0462 0.2005
C 0.1848 1.9219 5.8259 0.0344 0.0262 0.1179
C 1.2371 1.3055 5.1702 0.2026 0.0900 0.1999
C 0.9938 0.4703 4.0928 0.1192 -0.1434 0.0285
C -2.2321 -1.8584 2.5275 0.2717 0.4963 -0.0512
C -2.8439 -1.9180 3.7742 0.0158 0.0723 0.2026
C -4.0032 -2.6462 3.9823 -0.1466 -0.0996 0.2315
C -4.5656 -3.3707 2.9473 -0.1568 -0.0793 0.0450
C -3.9546 -3.3511 1.7051 -0.1302 -0.1694 -0.1756
C -2.8121 -2.5972 1.5041 -0.0160 -0.0367 -0.1806
H 0.0226 -2.6683 4.4981 -0.0415 0.0186 0.0882
H 1.5179 -4.5831 4.8633 -0.0119 0.0004 0.0427
H 2.9671 -5.3921 3.0364 0.0153 0.0152 -0.0098
H 2.9198 -4.2475 0.8467 0.0282 0.0424 -0.0624
H 1.4265 -2.3127 0.5005 0.0615 0.0545 -0.1922
H -2.3427 0.7895 3.9084 -0.1349 0.0140 0.0072
H -1.9392 2.2174 5.8621 -0.0171 0.0223 -0.0158
H 0.3687 2.5671 6.6773 0.0460 0.0272 0.0169
H 2.2527 1.4811 5.4969 0.1070 -0.0003 0.0317
H 1.8274 -0.0084 3.5958 0.1564 -0.0842 -0.0423
H -2.4110 -1.3815 4.6078 0.0054 0.0385 0.0541
H -4.4740 -2.6517 4.9589 0.0241 -0.0057 0.0473
H -5.4693 -3.9485 3.1105 0.0166 0.0099 -0.0237
H -4.3776 -3.9305 0.8936 -0.0056 -0.0086 -0.0899
H -2.3451 -2.5751 0.5310 0.0398 -0.0089 -0.2245

---

Entry 4:
20
Properties=species:S:1:pos:R:3:forces:R:3 method="wB97M-V/def2-TZVPD" de_lowest_kj_mol=155.8 charge=-1 orbital_gap_ev=7.00 e_lumo_ha=0.11939 e_homo_ev=-3.75
C -1.1490 1.3409 2.9737 -3.3822 0.8360 -1.6671
S -1.3322 1.4670 1.0898 0.3573 -0.3297 0.6906
H -1.8048 0.5581 3.3345 0.2588 -0.7057 -0.0224
H -0.1468 1.1507 3.1592 1.6862 0.0880 0.9685
H -1.6824 2.2216 3.4041 1.3325 -0.1459 -0.1049
H -1.4344 1.5093 -3.2917 0.5467 0.4893 0.7453
H -1.1987 1.8721 -1.8164 -0.4293 -0.1345 1.2625
O -0.8388 1.9936 -2.6801 -0.0771 -0.4018 -1.8715
H 1.0751 -0.5079 -0.0922 -1.5847 -1.2218 -0.6918
H 0.7298 0.8396 0.7378 1.4671 -2.0361 -1.2967
O 1.5114 0.1653 0.3713 -0.2346 3.2802 2.0717
H -0.9137 -1.1747 0.5480 -0.2548 1.4519 1.3739
H -1.0376 -1.7159 -0.7550 -0.3216 0.0057 -1.9025
O -0.8086 -2.0012 0.1037 0.5615 -1.2919 0.6849
H 1.3370 -2.7084 0.2669 -1.6255 -0.7171 -0.1867
H 2.4199 -1.8728 0.4889 1.2698 2.1349 1.2193
O 2.2401 -2.6384 0.0006 0.4160 -1.4049 -0.8118
H 0.8780 -0.5217 -2.4283 -1.6031 1.9062 -0.7264
H 1.8798 -1.0696 -1.5721 -0.3953 -1.2944 -2.0611
O 1.4095 -1.2815 -2.4533 2.0120 -0.5084 2.3261

---

Entry 5:
21
Properties=species:S:1:pos:R:3:forces:R:3 method="wB97M-V/def2-TZVPD" de_lowest_kj_mol=789.1 charge=0 orbital_gap_ev=8.36 e_lumo_ha=-0.03782 e_homo_ev=-9.39
C 1.5218 -0.7250 2.6352 -2.4737 0.9798 0.5178
C 2.4932 0.1327 1.7470 1.9544 4.8201 5.0814
C 1.9489 -1.0447 1.2284 -0.1727 -1.5915 -0.6330
C 1.1531 -0.6601 0.1290 -4.5412 0.4584 -4.1739
C -0.9469 -0.3479 -1.5182 -1.6507 -2.7528 -2.9944
C -2.2078 -0.2219 -2.3320 -2.0564 -2.9583 -0.1445
C -2.9458 0.8825 -2.1914 -2.6178 -0.3801 0.1249
C -1.3994 1.9142 -0.7525 -0.9764 -0.5534 1.6625
C -0.5879 0.6153 -0.6652 0.6898 5.4350 1.3781
H 0.4603 -0.4235 3.0093 1.8980 -0.1573 -1.6204
H 1.8413 -1.5148 3.3155 0.7338 0.6322 -0.0345
H 3.4862 -0.0127 2.3343 -1.3274 1.0900 -1.8908
H 2.0350 1.2445 1.3054 1.9209 -3.6295 1.8221
H 2.6318 -1.8580 1.2842 -0.0297 -0.9288 -1.2118
H -3.1251 -1.1245 -2.8148 4.2702 2.1622 1.2357
H -4.0412 0.7542 -2.7653 2.9396 1.4942 1.9884
H -1.0370 2.8490 -0.0686 -1.0438 -2.4261 -1.7366
N 0.9475 -1.6329 -0.9719 -2.1060 3.7412 1.3094
N -0.1103 -1.3630 -1.7747 2.1065 -1.5041 1.4217
N -2.6080 1.9031 -1.2920 1.8664 1.0751 -0.8750
N 0.4907 0.6335 0.1581 0.6163 -5.0063 -1.2272

---

Entry 6:
43
Properties=species:S:1:pos:R:3:forces:R:3 method="wB97M-V/def2-TZVPD" charge=0 smiles="O=C1Oc2ccccc2C(=O)/C1=C1/SSC(c2ccccc2)=C1c1ccccc1" orbital_gap_ev=7.13 e_lumo_ha=-0.03199 e_homo_ev=-8.00
O 2.9683 -2.9018 0.3768 1.1857 -1.7646 -0.2868
C 2.7776 -1.9576 -0.3140 -0.1559 0.3486 1.4178
O 3.7394 -1.5088 -1.1902 -1.0125 0.8370 -0.0409
C 3.5931 -0.1942 -1.6189 1.8423 1.0147 -3.3076
C 4.2945 0.2469 -2.8148 -0.3731 0.4976 2.2292
C 4.2868 1.6046 -3.1304 -1.2620 1.0179 -0.2257
C 3.4720 2.6118 -2.4805 0.8744 -2.5729 0.2242
C 2.7697 2.0827 -1.4259 -1.0619 1.1635 -0.1268
C 2.8109 0.7636 -1.0303 0.0819 -2.5987 -0.3569
C 1.8527 0.2197 -0.0707 0.1526 2.8923 1.2452
O 1.4939 1.0189 0.7603 -1.6207 0.3259 1.2754
C 1.5591 -1.1753 -0.0194 -1.0513 -0.9499 -2.3247
C 0.3401 -1.8060 -0.0159 -0.6469 -1.4662 -0.0875
S 0.3127 -3.6885 -0.0740 1.9433 2.1324 -0.3755
S -1.4880 -3.9023 0.6814 -2.5593 1.0171 0.4171
C -2.0525 -2.2152 0.3725 2.7274 0.3184 -2.0583
C -3.4696 -1.9451 0.3956 -1.6388 -1.9582 1.1972
C -4.1440 -2.4924 1.4993 0.5358 -0.2768 1.0458
C -5.5183 -2.3756 1.5892 -0.7063 -1.5210 2.6468
C -6.3218 -1.9674 0.5860 -1.1520 0.3184 -1.1608
C -5.6722 -1.6698 -0.5755 -0.4066 1.8003 -1.8409
C -4.3042 -1.5801 -0.6604 0.0810 -0.5153 1.3270
C -1.0904 -1.3315 -0.0817 0.9251 -0.4431 1.4459
C -1.4197 0.1351 -0.2446 0.0914 -1.8076 -1.1961
C -2.0842 0.7132 0.8226 0.5563 1.3939 -0.2031
C -2.3760 2.0539 0.6178 -1.5511 1.2588 0.1002
C -2.1463 2.7404 -0.6196 -1.8303 0.0414 3.1280
C -1.5768 2.1133 -1.6420 1.5119 -0.0929 -2.9167
C -1.2177 0.7879 -1.4776 0.6270 -0.2851 1.0351
H 4.9098 -0.4099 -3.3925 0.1687 -0.4162 -0.1426
H 4.7775 1.9187 -4.0302 0.4944 -0.0635 -0.3105
H 3.3249 3.6512 -2.7734 0.4252 -0.4440 -0.1516
H 1.9965 2.6488 -0.9321 0.0491 0.3447 0.2652
H -3.5924 -3.0808 2.3040 -0.6788 1.2168 -1.0303
H -6.0722 -2.7472 2.4649 0.7479 0.1084 -0.0635
H -7.4230 -1.9385 0.6257 0.7501 -0.0791 0.2585
H -6.1941 -1.2940 -1.4756 0.0100 -0.5598 0.6189
H -3.9542 -1.3175 -1.5880 1.3218 0.7512 -1.9278
H -2.2604 0.1541 1.7605 0.0381 0.6198 -0.7203
H -2.9843 2.6055 1.3670 0.7104 -0.4054 -0.4003
H -2.6063 3.6958 -0.7778 0.1967 0.5768 0.3172
H -1.3513 2.6906 -2.6028 -0.4479 -1.1405 1.3270
H -0.6728 0.3265 -2.2740 0.1071 -0.6352 -0.2662

---

Entry 7:
48
Properties=species:S:1:pos:R:3:forces:R:3 method="wB97M-V/def2-TZVPD" de_lowest_kj_mol=65.4 charge=0 smiles=CCO[Si](CCCNCCCN)(OCC)OCC orbital_gap_ev=9.41 e_lumo_ha=0.03387 e_homo_ev=-8.49
C 3.4925 0.5684 0.0018 0.4574 -0.3084 0.5424
C 2.2973 -0.0676 -0.6927 0.7684 -1.4635 0.3242
O 1.3178 0.8328 -1.0887 -0.5721 2.1613 0.1645
Si 0.4958 1.6613 0.0936 -1.5760 -0.6642 0.6818
C -0.7119 0.4085 0.8257 0.3221 1.1305 0.9451
C -0.1008 -0.6197 1.7963 -0.7274 0.1459 0.4781
C -0.8081 -1.9667 1.6995 -0.4080 0.2780 -0.2557
N -0.5628 -2.5235 0.3937 1.2694 1.0196 -1.1435
C -0.9900 -3.8810 0.2431 0.3605 -0.3557 0.1451
C -0.5145 -4.4228 -1.1069 0.4139 -0.0524 0.7932
C -1.4506 -3.9539 -2.1902 0.8235 0.4538 -1.1401
N -2.6709 -4.6518 -2.0488 -2.1072 -0.8805 0.0960
O 1.4860 2.3995 1.2215 0.0234 -0.7766 -2.0443
C 0.9653 2.9399 2.3806 0.1445 -0.0329 2.3984
C 0.0756 4.1563 2.2202 -0.4274 -0.1601 -0.7731
O -0.5322 2.8488 -0.4593 -0.4225 -1.7515 1.8776
C -0.0521 3.5820 -1.4958 0.6448 0.8152 -2.2834
C -1.1378 4.4254 -2.1605 -0.1032 -0.4236 0.6218
H 4.1360 -0.1665 0.5481 -0.4760 0.3230 -0.7755
H 3.1912 1.2911 0.7660 -0.0591 -0.2287 -0.2716
H 4.0744 1.1068 -0.7357 0.3518 0.0744 -0.0828
H 1.8382 -0.8254 -0.0637 0.0220 -0.0830 0.3428
H 2.5822 -0.6536 -1.5679 0.3020 0.2927 -0.2118
H -1.3690 1.0539 1.4415 -0.2421 -0.3296 -0.4882
H -1.2935 -0.0808 0.0332 0.2009 0.2425 0.1579
H -0.1653 -0.2400 2.8437 0.2200 -0.2662 -0.7112
H 0.9455 -0.7642 1.5413 0.1686 -0.2379 0.4568
H -0.5020 -2.6322 2.4926 0.5394 -0.4550 0.5654
H -1.9071 -1.9099 1.8371 0.3816 0.4240 -0.1486
H 0.4628 -2.4871 0.1428 -1.5224 0.0638 0.6038
H -0.5344 -4.3841 1.0829 0.1113 -1.1717 0.3134
H -2.0784 -3.9903 0.3589 0.2569 0.1958 -0.2384
H 0.5319 -4.1402 -1.2969 -0.2444 0.3444 0.0535
H -0.4370 -5.5175 -1.0458 -0.4636 0.0793 -0.2552
H -1.0266 -4.1054 -3.1858 0.4636 -0.1043 -0.1452
H -1.6385 -2.8731 -2.1579 0.1123 -0.1665 0.4649
H -2.5576 -5.6561 -2.1743 -0.0487 0.3275 -0.0531
H -3.4223 -4.3299 -2.6606 0.4453 -0.1329 0.2255
H 1.8328 3.1882 3.0327 -0.4341 -0.0794 -0.3577
H 0.4201 2.1287 2.9258 0.1137 0.6336 -0.1702
H -0.2557 4.5271 3.1856 0.0966 0.0237 0.1719
H -0.8093 3.8404 1.6522 0.1053 0.3663 0.1712
H 0.5557 4.9745 1.6586 -0.0184 -0.3449 0.2442
H 0.3705 2.8279 -2.1454 0.1657 0.3138 -1.3020
H 0.8013 4.1809 -1.1923 0.1491 0.6063 0.1710
H -2.0069 3.8290 -2.4057 -0.1375 -0.4423 0.0186
H -0.8446 4.8966 -3.0802 0.5159 0.2901 -0.3080
H -1.4927 5.1757 -1.4636 0.0403 0.3064 0.1303

---

Entry 8:
8
Properties=species:S:1:pos:R:3:forces:R:3 method="wB97M-V/def2-TZVPD" de_lowest_kj_mol=61.7 charge=0 smiles="O=C(F)C(Cl)=C(F)F" orbital_gap_ev=9.29 e_lumo_ha=-0.05236 e_homo_ev=-10.71
O -2.0534 -0.1700 0.6191 0.4666 0.8229 -0.6879
C -0.9194 -0.4092 0.8981 -2.7560 -1.1344 0.1855
F -0.7881 -1.2842 1.9245 1.4024 0.5042 -0.3362
C 0.2468 0.0860 0.2079 0.9386 -2.0170 -0.4831
Cl 1.8471 -0.6556 0.8481 -1.8031 1.3542 -0.3662
C 0.3704 0.6033 -1.0586 0.1356 0.1356 -0.6126
F 1.5521 1.1322 -1.1204 0.6308 0.5918 -2.1311
F -0.2555 0.6976 -2.3187 0.9850 -0.2574 4.4316